This record from the OMol25 dataset describes 7 unconnected molecules or ions with the total composition C23H41IN5O20S. The level of theory is ωB97M-V/def2-TZVPD.

XYZ file:
```
91
Properties=species:S:1:pos:R:3:mulliken_charge:R:1
N 0.2991 -2.9237 -0.5714 -0.363
C 0.3508 -1.8812 -1.0118 0.559
O 0.2825 -0.5409 -1.2713 -0.277
N 0.2294 0.1799 -0.1129 0.326
C 1.5372 0.5464 0.4999 -0.463
C 1.8138 2.0916 0.4564 -0.035
O 1.3963 2.8762 1.2199 -0.341
I 3.1094 2.8467 -1.1252 0.088
C -0.8905 0.5697 0.4914 0.391
N -1.0744 1.3165 1.6258 -0.432
C -2.3873 1.5047 1.8758 -0.013
N -3.0687 0.8287 0.8999 -0.246
N -2.1656 0.2893 0.0715 0.246
S -2.8202 -0.6219 -1.2446 -0.129
H 1.6210 0.1532 1.5430 0.317
H 2.3333 0.0164 -0.0794 0.321
H -2.8738 2.0746 2.6818 0.441
H -4.0750 0.7190 0.7650 0.271
H -2.4206 -0.0544 -2.4295 0.241
C 5.2168 -7.4450 -2.4212 -0.621
O 5.1534 -6.0562 -2.0905 -0.319
C 4.0404 -5.6958 -1.4486 0.763
O 3.1306 -6.4214 -1.1435 -0.535
O 4.1112 -4.3803 -1.2018 -0.338
C 2.9776 -3.8564 -0.5141 -0.531
H 6.1598 -7.6160 -2.9362 0.222
H 5.1969 -8.0566 -1.5191 0.294
H 4.4004 -7.7192 -3.0894 0.293
H 2.8704 -4.3271 0.4642 0.337
H 2.0793 -3.9909 -1.1033 0.311
H 3.1439 -2.7887 -0.3691 0.140
C 1.8267 7.3575 6.2282 -0.635
O 0.9011 7.0262 5.1916 -0.317
C 1.4591 6.4536 4.1199 0.759
O 2.6289 6.2100 3.9761 -0.535
O 0.4894 6.1983 3.2347 -0.259
C 0.9435 5.5816 2.0279 -0.705
H 1.2612 7.8126 7.0389 0.220
H 2.3179 6.4610 6.6068 0.294
H 2.5633 8.0772 5.8708 0.297
H 1.3963 4.6238 2.2374 0.444
H 1.6443 6.2334 1.5040 0.333
H 0.0759 5.4233 1.3885 0.177
C -1.2349 8.8409 -2.5193 -0.618
O -1.6071 9.5339 -1.3288 -0.323
C -1.8875 8.7383 -0.2934 0.835
O -1.8496 7.5319 -0.2971 -0.558
O -2.2177 9.5126 0.7435 -0.316
C -2.5462 8.7944 1.9316 -0.459
H -1.0329 9.5885 -3.2836 0.225
H -0.3293 8.2556 -2.3570 0.281
H -2.0489 8.2023 -2.8636 0.283
H -1.6936 8.2071 2.2752 0.139
H -3.4129 8.1536 1.7657 0.276
H -2.7974 9.5219 2.7007 0.239
C -7.2428 -4.1319 -4.4676 -0.647
O -6.3906 -5.1181 -3.8818 -0.291
C -5.2650 -4.6321 -3.3563 0.755
O -4.9319 -3.4725 -3.3411 -0.551
O -4.5711 -5.6548 -2.8489 -0.239
C -3.3310 -5.2855 -2.2458 -0.720
H -8.1185 -4.6461 -4.8576 0.225
H -7.5682 -3.4102 -3.7180 0.299
H -6.7385 -3.6287 -5.2926 0.293
H -3.4976 -4.6110 -1.4051 0.301
H -2.6666 -4.8292 -2.9805 0.304
H -2.8642 -6.1950 -1.8732 0.269
C -5.2344 -10.5430 2.2020 -0.624
O -6.0003 -10.2919 1.0237 -0.325
C -5.7524 -9.1123 0.4482 0.763
O -4.9650 -8.2859 0.8365 -0.558
O -6.5294 -9.0074 -0.6336 -0.327
C -6.3665 -7.7849 -1.3519 -0.518
H -5.5214 -11.5236 2.5761 0.222
H -4.1686 -10.5562 1.9728 0.294
H -5.4533 -9.8000 2.9692 0.288
H -5.3476 -7.6889 -1.7213 0.227
H -6.6308 -6.9321 -0.7250 0.284
H -7.0421 -7.8093 -2.2046 0.270
C 7.4329 5.4628 0.9960 -0.591
O 8.4888 4.5123 0.8524 -0.301
C 8.1542 3.4179 0.1651 0.800
O 7.0738 3.1882 -0.3193 -0.522
O 9.2250 2.6216 0.1077 -0.312
C 9.0141 1.4026 -0.6038 -0.617
H 7.8234 6.3018 1.5680 0.217
H 7.1080 5.8274 0.0211 0.273
H 6.5953 5.0287 1.5428 0.279
H 8.7530 1.6035 -1.6431 0.286
H 8.2403 0.8044 -0.1218 0.279
H 9.9481 0.8451 -0.5818 0.220
```

## Properties
net charge: +1
Kohn-Sham gap: 8.4 eV
LUMO energy: -3.84 eV

---

This record from the OMol25 dataset describes 2 unconnected molecules or ions with the total composition C3H7S. The level of theory is ωB97M-V/def2-TZVPD.

XYZ file:
```
11
Properties=species:S:1:pos:R:3:mulliken_charge:R:1
S 1.0810 -2.8164 -0.6381 -0.875
H 0.1204 -3.4030 -1.3739 -0.050
C 0.2132 0.6814 -0.8591 -0.597
C -0.1251 1.1898 0.5025 -0.021
C -0.6239 0.4398 1.4768 -0.682
H 0.2736 -0.4070 -0.8193 0.018
H -0.5399 0.9808 -1.5859 0.214
H 1.2009 1.0027 -1.1814 0.245
H 0.1533 2.2081 0.7561 0.280
H -0.9600 0.7387 2.4599 0.262
H -0.7935 -0.6150 1.2623 0.207
```

## Properties
relative energy (zero: lowest compared OMol25 entry of this formula, charge and spin): 0.602 eV
net charge: -1
Kohn-Sham gap: 6.6 eV
LUMO energy: 4.07 eV

---

This record from the OMol25 dataset describes a molecular structure, C24H22AsBrClNO8Rh. The level of theory is ωB97M-V/def2-TZVPD.

XYZ file:
```
59
Properties=species:S:1:pos:R:3:mulliken_charge:R:1
Rh 0.1335 1.3606 -0.2684 0.698
O 5.4434 1.7681 2.6032 -0.562
C 4.1615 1.6991 2.0979 1.112
C 3.2194 0.7597 2.5414 -0.902
C 1.9318 0.7878 1.9056 0.547
N 1.7177 1.5732 0.8249 0.006
C 2.7139 2.3868 0.3597 0.224
C 3.9149 2.6109 1.0544 -0.759
C 2.4061 3.0084 -0.9313 0.371
O 3.1956 3.6198 -1.5998 -0.690
O 1.1336 2.6909 -1.3514 -0.468
C 0.6156 0.2243 2.4185 0.253
O 0.5612 -0.4983 3.4252 -0.773
O -0.3981 0.7347 1.6495 -0.564
H 5.4532 1.3337 3.4655 0.308
H 3.3670 0.0543 3.3564 0.473
H 4.6593 3.3266 0.5771 0.405
Br -3.8873 -4.3049 -3.3502 -0.223
C -3.2786 -3.1271 -2.0519 0.061
C -3.9365 -2.6937 -0.8315 -0.212
C -3.3776 -1.6905 -0.0500 -1.137
C -2.1865 -1.0730 -0.4844 0.226
C -1.5217 -1.5632 -1.6048 0.535
C -2.0825 -2.5761 -2.4038 -0.596
C -0.3219 -0.8243 -2.2491 0.398
O 0.4338 -1.4845 -2.9701 -0.671
O -0.1285 0.4321 -1.9991 -0.843
H -4.8833 -3.1528 -0.5241 0.367
H -3.9860 -1.3636 0.8057 0.415
H -1.6850 -0.2670 0.1527 0.475
H -1.5858 -2.9173 -3.3120 0.505
Cl -5.5794 3.8148 -3.7180 -0.262
C -4.3558 3.6810 -2.5983 0.305
C -3.1105 4.2517 -2.8322 -0.473
C -2.0024 4.0780 -1.9674 -0.428
C -2.2009 3.3989 -0.7696 0.930
C -1.1736 3.1977 0.1513 -1.183
C -3.5709 3.0036 -0.4362 -0.471
C -4.5729 3.0772 -1.3650 -0.381
H -2.8489 4.8313 -3.7291 0.300
H -1.0561 4.3368 -2.4161 0.377
H -1.5033 2.8906 1.1588 0.363
H -0.3000 3.8694 0.0770 0.408
H -3.7497 2.5318 0.5841 0.234
H -5.6131 2.7221 -1.1430 0.284
C 0.3612 -3.9151 1.7400 -1.002
As 2.0441 -3.1549 1.1506 0.552
C 2.6828 -4.0991 -0.4720 -1.077
C 3.4486 -3.2893 2.5809 -1.062
O 1.8300 -1.4769 0.8847 -0.375
H 0.4634 -4.5337 2.6497 0.378
H -0.0854 -4.5677 0.9732 0.335
H -0.2240 -3.0286 1.9985 0.269
H 1.8578 -3.9784 -1.2016 0.317
H 3.0741 -5.1112 -0.2887 0.377
H 3.4604 -3.4551 -0.8647 0.349
H 4.0022 -2.3802 2.5543 0.251
H 4.0945 -4.1864 2.5833 0.364
H 2.8254 -3.3429 3.4592 0.342
```

## Properties
relative energy (zero: lowest compared OMol25 entry of this formula, charge and spin): 1.179 eV
net charge: -1
Kohn-Sham gap (spin up / spin down): 5.7 / 6.8 eV
LUMO energy (spin up / spin down): 2.13 / 1.67 eV
expectation value of S²: 6.037
2S+1: 5

---

Question: Among the records above, which one has the highest net charge?
Answer: C23H41IN5O20S

---

Question: net charge of number 1 (C23H41IN5O20S)?
Answer: +1